# 1
# C4H6NO3

2 unconnected molecules or ions with the total composition C4H6NO3 (ωB97M-V/def2-TZVPD, the OMol25 dataset).

CARTESIAN COORDINATES (ANGSTROEM)
O -1.24773 -0.97027 -0.49282
C -0.39073 -0.13942 -0.29830
N -0.86543 1.22015 0.07621
C -1.78363 2.07940 -0.69033
O -2.57158 1.59074 -1.51165
O -1.57039 3.32383 -0.24212
C 0.98698 -0.23976 0.03429
C 1.30817 -1.72553 0.27149
H -0.10605 1.84123 0.41640
H 0.40899 -1.05535 1.80708
H 1.79413 0.44578 -0.08849
H 2.14162 -1.99167 0.89780
H 0.35245 -2.15968 0.55375
H 1.54322 -2.21946 -0.73331

Results
total charge: -1
highest occupied orbital energy: -4.235 eV
ΔE to the lowest compared entry with this formula, charge and spin: 145.3 kcal/mol
spin multiplicity: 1
Kohn-Sham gap: 5.667 eV
LUMO: 1.43 eV


# 2
# C24H23Cl2N3O2Pt

A molecular structure, C24H23Cl2N3O2Pt (ωB97M-V/def2-TZVPD, the OMol25 dataset).

CARTESIAN COORDINATES (ANGSTROEM)
Pt 0.02244 -0.37489 0.31124
C 3.56462 -1.79232 0.13531
C 3.79279 -0.30675 0.16878
C 4.89867 0.26395 -0.45106
C 5.10795 1.63362 -0.40336
C 4.21265 2.44634 0.27350
C 3.09635 1.90854 0.90392
C 2.12679 2.78048 1.64856
C 2.89694 0.52889 0.83882
N 1.71259 -0.03583 1.38758
C 1.59426 -0.22008 2.71694
O 2.42745 -0.01896 3.58688
C 0.21010 -0.72443 3.09179
C -0.22372 -1.05514 4.35909
C -1.53977 -1.47826 4.51631
C -2.39815 -1.55506 3.42374
C -1.90735 -1.20965 2.18150
N -0.63976 -0.82068 2.07128
C -2.69087 -1.18285 0.88224
O -3.88731 -1.43059 0.88625
N -1.91596 -0.83205 -0.16581
C -2.50566 -0.58339 -1.43206
C -2.15725 -1.41035 -2.50459
C -1.35675 -2.66201 -2.27628
C -2.59047 -1.06575 -3.78160
C -3.36896 0.06284 -3.98802
C -3.74086 0.84968 -2.90793
C -3.31582 0.54415 -1.61890
C -3.69929 1.41561 -0.45970
H 4.35452 -2.29184 -0.42428
H 2.60457 -2.04361 -0.32367
H 3.54308 -2.20330 1.14617
H 5.60189 -0.37507 -0.97215
H 5.97194 2.06735 -0.89071
H 4.37879 3.51636 0.31685
H 2.35447 3.83391 1.48937
H 2.17228 2.57535 2.72029
H 1.10104 2.59276 1.32266
H 0.47022 -0.97100 5.18336
H -1.90191 -1.74553 5.50029
H -3.43015 -1.86470 3.50757
H -0.39055 -2.45107 -1.81457
H -1.18484 -3.18543 -3.21598
H -1.88631 -3.33311 -1.59771
H -2.31976 -1.69788 -4.61920
H -3.69805 0.32009 -4.98685
H -4.36526 1.72165 -3.06334
H -4.22445 2.30500 -0.80590
H -2.81522 1.73158 0.09762
H -4.34860 0.87434 0.22972
Cl 0.95516 0.08913 -1.82050
C -0.03655 1.39505 -2.57011
Cl 0.03946 2.87515 -1.63791
H -1.05899 1.03324 -2.61167
H 0.38756 1.55653 -3.55378

Results
total charge: 0
highest occupied orbital energy: -8.212 eV
ΔE to the lowest compared entry with this formula, charge and spin: 0.0 kcal/mol
spin multiplicity: 1
Kohn-Sham gap: 7.756 eV
LUMO: -0.46 eV


# 3
# C3H14HfNS

A molecular structure, C3H14HfNS (ωB97M-V/def2-TZVPD, the OMol25 dataset).

CARTESIAN COORDINATES (ANGSTROEM)
C -0.84255 0.40715 -2.11648
Hf -0.19526 0.73222 -0.06911
N -0.93289 1.59647 2.02419
H -1.70860 1.58384 -0.30973
H -1.28960 0.86855 2.64399
H 1.32332 1.21820 1.01624
H -1.62570 1.09979 -2.49033
H -1.21359 -0.65275 -2.22879
H 0.03408 0.48842 -2.79954
H -0.20519 2.03880 2.58728
H -1.67393 2.30413 1.95185
C -0.01124 -2.53528 -0.62156
S -0.84378 -1.40769 0.64621
C 1.94797 0.31777 0.67579
H -0.74096 -2.77589 -1.40594
H 0.36008 -3.45157 -0.14201
H 0.84537 -2.06197 -1.11878
H 2.02647 -0.32858 1.54751
H 1.88838 -0.31419 -0.22283
H 2.85764 0.87258 0.43203

Results
total charge: +1
highest occupied orbital energy: -12.978 eV
spin multiplicity: 1
Kohn-Sham gap: 8.442 eV
LUMO: -4.54 eV


# 4
# C4H8OS

C4H8OS in the gas phase (ωB97M-V/def2-TZVPD, the OMol25 dataset).

CARTESIAN COORDINATES (ANGSTROEM)
C -0.51993 -0.91647 -0.11484
C -0.40311 -0.23989 1.23462
O 0.26006 0.89990 1.16280
C 1.33991 0.81845 0.21115
S 0.91530 1.20803 -1.47611
C -0.53703 0.21905 -1.41458
H 0.31289 -1.58560 -0.39485
H -1.41187 -1.60104 -0.31970
H -1.58343 -0.03119 1.40873
H -0.14615 -0.98260 2.18695
H 1.97682 -0.05859 0.21468
H 1.80922 1.82326 0.76516
H -1.30819 0.95179 -1.25843
H -0.70449 -0.50511 -2.20557

Results
total charge: 0
highest occupied orbital energy: -8.714 eV
ΔE to the lowest compared entry with this formula, charge and spin: 67.0 kcal/mol
spin multiplicity: 1
Kohn-Sham gap: 9.595 eV
SMILES: C1COCSC1
LUMO: 0.88 eV


# 5
# C6H12N2

C6H12N2 in the gas phase (ωB97M-V/def2-TZVPD, the OMol25 dataset).

CARTESIAN COORDINATES (ANGSTROEM)
H 0.12117 1.14712 2.47443
N -0.50141 1.20661 1.67174
C -0.41108 0.23797 0.84765
C 0.58782 -0.89778 0.97760
C 1.47289 -0.90409 -0.26364
C 1.89204 0.58028 -0.61660
C -1.43696 0.17012 -0.22251
C -1.77392 -0.95550 -0.86596
N -1.97864 1.40318 -0.52857
H 1.20794 -0.71817 1.86851
H 0.06391 -1.84860 1.08364
H 0.94310 -1.31311 -1.11894
H 2.37359 -1.49559 -0.06870
H 2.57032 0.53556 -1.46884
H 1.07689 1.22674 -0.93764
H 2.43323 1.01958 0.21887
H -1.33826 -1.91226 -0.63557
H -2.53380 -0.94466 -1.63222
H -1.90616 2.06271 0.23349
H -2.86268 1.39989 -1.01672

Results
total charge: 0
highest occupied orbital energy: -8.268 eV
ΔE to the lowest compared entry with this formula, charge and spin: 13.7 kcal/mol
spin multiplicity: 1
Kohn-Sham gap: 9.221 eV
SMILES: [H]/N=C(\CCC)C(=C)N
LUMO: 0.95 eV


# 6
# C19H22N6O

C19H22N6O in the gas phase (ωB97M-V/def2-TZVPD, the OMol25 dataset).

CARTESIAN COORDINATES (ANGSTROEM)
O -2.38902 -0.23893 1.59420
C -2.87251 -0.08307 0.49074
N -2.62595 -0.90833 -0.56801
C -1.90334 -2.10417 -0.57841
C -2.25999 -3.28333 -1.20914
C -1.18124 -4.13838 -0.97526
N -0.24422 -3.53273 -0.27336
N -0.68070 -2.29953 -0.03150
C 0.16458 -1.34286 0.65110
C 0.72139 -0.31725 -0.34206
C 1.66000 0.64715 0.39587
N 2.73700 -0.01254 1.10937
C 3.80125 -0.49563 0.24134
C 4.53672 0.66113 -0.34542
C 5.03562 0.90575 -1.60710
C 5.62992 2.17332 -1.51732
N 5.50297 2.67200 -0.30389
N 4.84908 1.74819 0.39341
C 2.21147 -1.00767 2.02371
C 1.31875 -2.05517 1.34882
C -3.75735 1.07180 0.16354
C -4.84199 0.97406 -0.70313
C -5.63797 2.07972 -0.94398
C -5.35707 3.28909 -0.32990
C -4.28717 3.38892 0.54434
C -3.49704 2.28367 0.79720
H -3.16798 -0.75213 -1.40609
H -3.16493 -3.48657 -1.74420
H -1.05355 -5.15641 -1.28433
H -0.44661 -0.82586 1.40020
H 1.26163 -0.83872 -1.13558
H -0.08938 0.25130 -0.80143
H 1.07810 1.20902 1.13362
H 2.09410 1.35780 -0.31108
H 3.45423 -1.14631 -0.57548
H 4.48978 -1.08162 0.86080
H 4.98432 0.26792 -2.46546
H 6.13324 2.72894 -2.28307
H 4.59811 1.90257 1.35674
H 1.62637 -0.47230 2.77867
H 3.04956 -1.49496 2.52687
H 0.93061 -2.75096 2.09183
H 1.88736 -2.63032 0.61787
H -5.09646 0.03049 -1.16654
H -6.48316 1.99576 -1.61101
H -5.97880 4.14985 -0.52572
H -4.07255 4.32748 1.03282
H -2.66715 2.33981 1.48538

Results
total charge: 0
highest occupied orbital energy: -8.663 eV
ΔE to the lowest compared entry with this formula, charge and spin: 6.5 kcal/mol
spin multiplicity: 1
Kohn-Sham gap: 9.158 eV
SMILES: O=C(Nc1ccnn1C1CCN(Cc2ccn[nH]2)CC1)c1ccccc1
LUMO: 0.49 eV


# 7
# C7H6N4O7P2SeV

A molecular structure, C7H6N4O7P2SeV (ωB97M-V/def2-TZVPD, the OMol25 dataset).

CARTESIAN COORDINATES (ANGSTROEM)
V -0.73470 0.19292 -0.32601
O 0.05312 1.56499 3.33339
P -0.87335 1.56636 2.03866
O -1.81924 2.67542 1.95079
O 0.13542 1.37690 0.86430
O -1.66631 0.14227 2.06856
P -1.39002 -1.55324 1.85181
O -0.20469 -1.64408 2.99432
O -3.59355 -0.76294 -0.25742
O -0.57515 -1.49522 0.49070
H -0.44953 1.77081 4.12644
H -0.08626 -2.55564 3.27622
N -6.51612 0.74393 1.40051
C -5.58922 1.01551 0.76671
N -4.55311 1.43928 0.02700
C -3.73224 0.53716 -0.33902
N -2.62756 0.31491 -1.04346
Se 0.17365 0.14308 -2.54959
C 2.01185 -0.24154 -2.24358
C 2.67418 0.02810 -1.04882
C 4.01602 -0.29504 -0.93032
N 4.74888 -0.84962 -1.89676
C 4.10773 -1.09583 -3.03876
C 2.76880 -0.81983 -3.25972
H 2.17302 0.49356 -0.20951
H 4.52892 -0.08813 0.00353
H 4.69605 -1.54556 -3.83307
H 2.32341 -1.05856 -4.21691

Results
total charge: -1
highest occupied orbital energy (spin up / spin down): -5.712 / -5.967 eV
ΔE to the lowest compared entry with this formula, charge and spin: 21.1 kcal/mol
spin multiplicity: 3
Kohn-Sham gap (spin up / spin down): 7.989 / 8.366 eV
LUMO (spin up / spin down): 2.28 / 2.40 eV


# 8
# C40H44ClFGe2MoN3O3

A molecular structure, C40H44ClFGe2MoN3O3 (ωB97M-V/def2-TZVPD, the OMol25 dataset).

CARTESIAN COORDINATES (ANGSTROEM)
Mo -0.75989 0.99444 0.58018
F -1.48234 0.99222 7.55016
C -0.75076 0.11060 6.82979
C -0.65564 0.26363 5.47544
C 0.14612 -0.60396 4.73744
C 0.24171 -0.40621 3.27701
O -0.48331 0.44841 2.76016
C 1.17900 -1.25707 2.59893
C 1.80015 -2.23284 3.30087
N 1.63403 -2.48155 4.63013
C 2.36233 -3.55656 5.25347
C 2.42536 -4.87247 4.54723
C 1.59381 -4.73306 5.78779
C 0.84034 -1.63452 5.38190
C 0.70215 -1.78932 6.76646
C -0.08992 -0.92373 7.49803
N -0.18036 -1.11923 8.91178
C -1.43733 -0.84450 9.59168
C -1.36583 -1.50182 10.98783
N -0.19566 -2.44054 10.98912
C 1.09298 -1.67279 10.89506
C 0.95310 -0.68769 9.71462
C 1.53546 -1.14189 1.11612
O 2.30611 -1.97400 0.66606
O 1.04546 -0.12906 0.51815
H -1.17705 1.06136 4.96132
H 2.48222 -2.88187 2.76656
H 3.24544 -3.23864 5.79755
H 3.35571 -5.41802 4.60145
H 1.90110 -4.95922 3.60624
H 1.94292 -5.19504 6.70162
H 0.52012 -4.71086 5.65814
H 1.20027 -2.60038 7.27963
H -2.24997 -1.27079 9.00613
H -1.63985 0.22095 9.72121
H -2.26244 -2.06597 11.23189
H -1.17903 -0.77789 11.77844
H -0.26400 -3.00026 10.13370
H -0.20190 -3.05673 11.79940
H 1.88889 -2.39896 10.74261
H 1.24193 -1.17224 11.84930
H 1.85546 -0.70825 9.11018
H 0.82310 0.33651 10.08616
Cl -1.98661 4.28362 0.65947
C -1.32784 2.83638 1.51399
H -1.98258 2.68505 2.37425
H -0.35055 3.16024 1.91766
C 2.36288 3.31350 -3.95867
Ge 1.77840 2.90171 -2.11735
C 3.28527 1.91964 -1.30259
C 1.65321 4.61944 -1.15761
Ge -0.34217 1.70444 -1.86325
C -0.20400 0.13205 -3.07004
C 0.95171 -0.64772 -3.14376
C 1.00735 -1.78693 -3.93658
C -0.10168 -2.17419 -4.67727
C -1.26239 -1.41511 -4.61323
C -1.30903 -0.27723 -3.81795
C -1.71072 2.78532 -2.79956
C -3.01926 2.82261 -2.31814
C -4.01863 3.50094 -3.00439
C -3.72515 4.16480 -4.18715
C -2.42818 4.14055 -4.68194
C -1.43685 3.45242 -3.99385
H 3.40383 3.64481 -3.95615
H 1.75306 4.10431 -4.39682
H 2.28254 2.42621 -4.58872
H 4.09126 2.61599 -1.05761
H 3.68014 1.17631 -1.99768
H 2.97154 1.39705 -0.39970
H 2.61795 5.13242 -1.15330
H 1.33839 4.45746 -0.12512
H 0.91182 5.26638 -1.62804
H 1.82071 -0.37539 -2.55273
H 1.91626 -2.37622 -3.97245
H -0.06148 -3.06119 -5.29836
H -2.13646 -1.70976 -5.18323
H -2.22559 0.30236 -3.77821
H -3.24855 2.31846 -1.38628
H -5.02906 3.51525 -2.61176
H -4.50285 4.69712 -4.72201
H -2.19001 4.65292 -5.60699
H -0.43369 3.42545 -4.40469
C -2.26358 0.26832 0.05320
C -3.41884 -0.46276 -0.42968
C -3.26282 -1.59373 -1.23870
C -4.36942 -2.27890 -1.71506
C -5.65181 -1.85561 -1.38761
C -5.82012 -0.73421 -0.58496
C -4.71543 -0.04145 -0.11543
H -2.26137 -1.90927 -1.50278
H -4.22857 -3.14398 -2.35193
H -6.51512 -2.39074 -1.76342
H -6.81694 -0.39104 -0.33530
H -4.83748 0.84484 0.49533

Results
total charge: 0
highest occupied orbital energy (spin up / spin down): -5.731 / -5.513 eV
ΔE to the lowest compared entry with this formula, charge and spin: 25.0 kcal/mol
spin multiplicity: 2
Kohn-Sham gap (spin up / spin down): 3.570 / 3.352 eV
LUMO (spin up / spin down): -2.16 / -2.16 eV


# 9
# C23H19N2O2S2

A gas-phase ion, C23H19N2O2S2 (charge +1) (ωB97M-V/def2-TZVPD, the OMol25 dataset).

CARTESIAN COORDINATES (ANGSTROEM)
O -0.92788 3.72754 3.00173
O 0.01678 5.27101 1.57985
S 1.23814 1.16067 -2.12297
S 2.08096 -3.38430 2.89303
C -0.36449 4.00985 1.92102
C -0.10593 1.55734 1.53786
C 0.27910 0.64972 0.45594
C 0.53854 1.46923 -0.58007
C -0.08660 2.85101 1.05978
C 0.77446 -2.88122 1.82187
C 0.50649 -0.81624 0.50122
C 0.42157 -1.49284 1.69046
C 1.34610 4.91721 -3.70124
C 2.07344 -7.41358 2.24079
C 0.74377 5.66309 -2.68395
C 1.06458 -7.48689 1.30329
C 1.52149 3.53514 -3.59058
C 2.52275 -6.19910 2.74698
C 0.36179 5.01942 -1.48191
C 0.48394 -6.31918 0.82628
C 1.06377 2.89308 -2.44358
C 1.81962 -5.04921 2.34955
C 0.53226 3.62428 -1.36414
C 0.85127 -5.06788 1.36527
N 0.25953 2.74156 -0.29635
N 0.28320 -3.83150 1.09325
C -0.90681 -3.66834 0.21856
C 0.10112 7.64103 1.90990
C -0.31119 6.31471 2.50944
H -0.25151 1.27040 2.58343
H 0.85922 -1.27791 -0.40688
H 0.22201 -0.91928 2.59863
H 1.68721 5.46606 -4.58745
H 2.55307 -8.32500 2.56824
H 0.55462 6.70949 -2.87472
H 0.78137 -8.42135 0.83461
H 1.95794 2.94380 -4.40621
H 3.40334 -6.17920 3.42777
H -0.13016 5.59002 -0.68888
H -0.37738 -6.41284 0.14759
H -1.47703 -2.73446 0.41912
H -0.61289 -3.68662 -0.82913
H -1.58056 -4.51128 0.34560
H -0.25464 7.74616 0.87855
H 1.19963 7.69922 1.93603
H -0.19715 8.50403 2.51829
H 0.26913 6.15873 3.44139
H -1.38748 6.34496 2.73327

Results
total charge: +1
highest occupied orbital energy: -10.444 eV
ΔE to the lowest compared entry with this formula, charge and spin: 0.0 kcal/mol
spin multiplicity: 1
Kohn-Sham gap: 6.669 eV
LUMO: -3.78 eV


# 10
# C6H13NO

2 unconnected molecules or ions with the total composition C6H13NO (ωB97M-V/def2-TZVPD, the OMol25 dataset).

CARTESIAN COORDINATES (ANGSTROEM)
C -1.77818 -0.52568 0.52569
C -0.45006 -1.22048 0.83406
C 0.74264 -0.36913 0.27782
C 0.97332 0.68171 1.26575
C 1.37890 1.93365 0.83232
C 1.67459 2.48976 -0.38957
N -2.22056 -0.90678 -0.78154
H -1.53149 0.54868 0.53504
H -2.39771 -0.55392 1.43716
H -0.50921 -2.13774 0.25565
H -0.33298 -1.46295 1.88677
H 0.34465 0.10693 -0.64220
H 0.85928 0.46017 2.32065
H 1.67221 2.59233 1.66294
H 2.50602 3.17423 -0.23351
H 1.30832 1.89425 -1.23080
H -2.94852 -0.25430 -1.03663
H -1.46917 -1.12841 -1.47728
H 0.53346 -1.58060 -2.66730
H 1.61704 -0.91319 -0.08955
O 0.15213 -1.45565 -1.79219

Results
total charge: 0
highest occupied orbital energy: -7.321 eV
ΔE to the lowest compared entry with this formula, charge and spin: 174.0 kcal/mol
spin multiplicity: 1
Kohn-Sham gap: 4.253 eV
LUMO: -3.07 eV


# 11
# C4H9O2

2 unconnected molecules or ions with the total composition C4H9O2 (ωB97M-V/def2-TZVPD, the OMol25 dataset).

CARTESIAN COORDINATES (ANGSTROEM)
C -1.69073 -0.46279 1.48118
C -0.61994 -1.62989 1.67211
O -0.75935 -2.65985 0.96997
O 0.15552 -1.56501 2.64645
H -2.53689 -0.72729 2.11466
H -1.95655 -0.37725 0.42573
H -1.36829 0.52629 1.94596
C 1.09818 0.89337 -0.69009
C 1.12337 0.76127 -2.24053
H 1.64150 1.69541 -0.27111
H 0.23890 1.18692 -0.04979
H 1.33319 -0.05889 -0.17911
H 0.66719 -0.16048 -2.56976
H 2.12718 0.96589 -2.62413
H 0.54672 1.61229 -2.63156

Results
total charge: -1
highest occupied orbital energy: -3.603 eV
ΔE to the lowest compared entry with this formula, charge and spin: 20.9 kcal/mol
spin multiplicity: 1
Kohn-Sham gap: 7.374 eV
LUMO: 3.77 eV


# 12
# CH3NO3

A molecular structure, CH3NO3 (ωB97M-V/def2-TZVPD, the OMol25 dataset).

CARTESIAN COORDINATES (ANGSTROEM)
C 0.41439 -0.26101 0.04191
N -0.39647 -0.39643 -1.45425
O -0.57281 0.33952 0.57163
O 0.17870 0.56053 2.13837
O 1.52340 -0.62091 0.20377
H 0.68453 1.34428 1.85188
H -0.80306 -1.31427 -1.61861
H -1.02866 0.34830 -1.73470

Results
total charge: 0
highest occupied orbital energy (spin up / spin down): -9.951 / -10.197 eV
ΔE to the lowest compared entry with this formula, charge and spin: 78.5 kcal/mol
spin multiplicity: 1
Kohn-Sham gap (spin up / spin down): 8.193 / 8.759 eV
LUMO (spin up / spin down): -1.76 / -1.44 eV


Number 1: E -11874.167 eV. Number 2: E -62120.591 eV. Number 3: E -16960.997 eV. Number 4: E -17157.543 eV. Number 5: E -9396.257 eV. Number 6: E -31048.062 eV. Number 7: E -137267.811 eV. Number 8: E -182929.934 eV. Number 9: E -52898.801 eV. Number 10: E -9963.631 eV. Number 11: E -8389.587 eV. Number 12: E -8713.562 eV.